Entry from the Open Molecules 2025 dataset: a molecular structure, C6H13NO at a distorted geometry (ωB97M-V/def2-TZVPD).

Results
Molecular weight = 115.2 g mol⁻¹
Orbital gap = 8.59 eV
Multiplicity = 1
Strongest force on any atom = 3.11 eV Å⁻¹
Electronic energy = -9967.9709 eV

Last column: Löwdin charge in e.
CARTESIAN COORDINATES (ANGSTROEM)
C: 1.28122 0.50906 -0.24247  -0.3142
C: 2.00303 1.32870 0.79832  -0.0628
C: -1.46194 0.83087 1.08196  -0.0507
C: -0.84065 -2.13813 -1.36493  -0.1171
N: 0.44130 -0.69458 0.94124  0.0912
C: -0.78597 -0.33516 0.40624  -0.4847
C: -1.33147 -0.88253 -0.72224  -0.1454
O: 0.72562 1.25548 -1.23705  0.0286
H: 0.25358 2.00721 -0.85271  0.1112
H: 0.69245 -1.62179 0.60441  0.0675
H: 1.87591 -0.26389 -0.73432  0.1331
H: -2.29732 -0.51860 -1.05260  0.0905
H: 1.28930 1.88718 1.39640  0.0679
H: 2.55702 0.68388 1.47066  0.0789
H: 2.68457 2.01504 0.28925  0.0833
H: -0.82104 1.69492 1.23713  0.0526
H: -2.33533 1.16841 0.51095  0.0805
H: -1.79032 0.52826 2.08289  0.0837
H: -1.15886 -3.02010 -0.80367  0.0729
H: 0.25803 -2.19814 -1.43261  0.0650
H: -1.23914 -2.23608 -2.37682  0.0679

Atomic forces in eV per Å
2.11 -1.51 1.72
0.20 -0.07 -0.50
-0.42 -0.17 0.00
0.41 -0.10 -0.26
0.61 2.12 -1.81
-2.31 -0.61 -1.48
-0.08 0.22 1.78
-0.94 -0.61 0.59
-0.02 -0.02 -0.05
0.13 0.16 -0.32
0.04 0.34 0.10
0.03 0.10 0.03
-0.05 0.14 0.07
0.03 -0.05 0.03
0.02 0.10 0.14
0.27 0.07 -0.03
0.16 -0.15 0.13
0.02 0.05 -0.11
-0.05 -0.09 -0.02
-0.26 0.10 -0.05
0.10 -0.02 0.05